The following is a quantum chemistry calculation of a molecular structure, C21H15IrN4O, from OMol25.

Values from the calculation:
Multiplicity = 2
Expectation value of S² = 0.779
Frontier orbital gap (alpha / beta) = 6.826 / 5.779 eV
Energy relative to the best compared isomer or geometry (same formula, charge and spin) = 0.000 eV
Lowest unoccupied orbital energy (alpha / beta) = -11.4 / -12.5 eV
Charge = +3

Structure (XYZ):
```
42
Properties=species:S:1:pos:R:3:lowdin_spin:R:1
Ir 0.57226 0.81575 0.70629 0.022
C -0.33709 4.20854 -1.84998 0.000
C 0.36927 3.29678 -1.05941 0.001
N -0.22550 2.22502 -0.54140 0.002
C -1.55426 2.03638 -0.77667 0.000
C -2.33404 2.89317 -1.54490 0.000
C -1.67625 4.01275 -2.10102 0.000
C -3.73084 2.58772 -1.68895 0.000
C -4.28023 1.51268 -1.07156 0.000
C -3.48731 0.64052 -0.25035 0.000
C -3.97707 -0.46909 0.47020 0.000
C -3.11867 -1.20665 1.25732 0.000
C -1.76990 -0.86646 1.33341 -0.001
N -1.29024 0.17558 0.65183 0.001
C -2.12931 0.91750 -0.13102 0.001
H 0.18708 5.06471 -2.25115 0.000
H 1.42146 3.43829 -0.84244 0.001
H -2.22769 4.71755 -2.71161 0.000
H -4.34500 3.24417 -2.29171 0.000
H -5.33702 1.30305 -1.17448 0.000
H -5.02613 -0.73301 0.41018 0.000
H -3.47145 -2.05348 1.82896 0.000
H -1.07502 -1.42144 1.94773 0.000
O 1.36104 -0.32814 2.17002 0.211
C 2.08739 -1.37902 2.14976 0.149
C 2.45135 -1.95122 3.41515 0.130
C 3.18987 -3.09540 3.45808 0.002
C 3.59209 -3.70870 2.25665 0.261
C 3.26783 -3.15222 1.00308 0.052
C 2.54538 -1.98735 0.91628 0.102
C 2.25147 -1.35973 -0.36776 -0.008
N 1.47338 -0.28823 -0.62208 0.012
C 1.46449 -0.06368 -1.99272 0.020
C 2.26273 -0.99232 -2.56587 0.012
N 2.72972 -1.77998 -1.54593 0.019
H 2.10984 -1.44455 4.30842 0.003
H 3.46544 -3.54126 4.40440 -0.003
H 4.16626 -4.62578 2.29200 0.010
H 3.60937 -3.67342 0.11861 0.000
H 0.90864 0.73382 -2.44937 0.001
H 2.53555 -1.15222 -3.59530 0.000
H 3.37110 -2.55061 -1.67267 0.000
```